Entry 1:
A 2-piece molecular cluster, C2H8NO2P overall, computed with ωB97M-V/def2-TZVPD.

Summary:
HOMO level (alpha / beta) = -6.8 / -6.8 eV
Kohn-Sham gap (alpha / beta) = 0.2235 / 0.2235 Eh
ΔE to the lowest compared entry with this formula, charge and spin = 300.3 kJ/mol
LUMO level (alpha / beta) = -0.72 / -0.72 eV
E = -627.5416 hartree
F_max = 0.0414 Eh/bohr

Positions of all 14 atoms, in Å:
C 2.008 0.032 0.287
C -1.022 1.456 0.351
N 1.439 -1.139 0.217
O -1.010 -1.128 1.198
O -1.279 -0.591 -1.290
P -1.623 -0.149 0.249
H 2.747 0.341 -0.434
H 1.754 0.675 1.112
H -1.393 2.174 -0.361
H -0.899 1.818 1.359
H 1.599 -1.719 -0.594
H -1.703 -1.425 -1.505
H 0.538 -1.280 0.750
H -3.018 -0.384 0.222

Atomic partial charges in e from the Mulliken method, atoms 1 to 2:
1. C -0.16
2. C -0.93

---

Entry 2:
C26H30CoN3O2SSe as an isolated structure, computed with ωB97M-V/def2-TZVPD.

Summary:
spin multiplicity = 5
HOMO level (alpha / beta) = -13.4 / -13.8 eV
Kohn-Sham gap (alpha / beta) = 0.2825 / 0.2441 Eh
charge = +2
ΔE to the lowest compared entry with this formula, charge and spin = 35.0 kJ/mol
LUMO level (alpha / beta) = -5.76 / -7.18 eV
E = -5505.3691 hartree
F_max = 0.0194 Eh/bohr

Positions of all 64 atoms, in Å:
Co -0.554 -0.721 0.234
C 0.018 -0.179 4.545
C -0.701 -1.257 5.041
C -1.281 -2.159 4.163
C -1.128 -1.977 2.800
N -0.451 -0.915 2.331
C 0.110 -0.043 3.180
C -1.659 -2.892 1.754
C -2.406 -4.028 2.041
C -2.891 -4.832 1.017
C -2.637 -4.510 -0.310
C -1.876 -3.384 -0.618
C -1.410 -2.601 0.416
H 0.490 0.542 5.200
H -0.806 -1.399 6.111
H -1.843 -3.001 4.542
H 0.642 0.794 2.739
H -2.615 -4.299 3.071
H -3.461 -5.722 1.260
H -3.015 -5.136 -1.110
H -1.660 -3.151 -1.650
C -4.102 2.123 0.402
S -3.402 0.778 -0.517
C -4.560 -0.489 -0.088
O -2.143 0.417 0.281
H -4.516 1.756 1.344
H -4.870 2.599 -0.214
H -3.283 2.819 0.587
H -5.533 -0.217 -0.510
H -4.602 -0.566 0.998
H -4.202 -1.418 -0.534
C 2.542 -1.898 -2.498
N 2.236 -0.524 -2.929
C 3.159 0.368 -3.460
C 2.476 1.471 -3.809
N 1.145 1.241 -3.486
C 0.048 2.170 -3.787
C 1.004 0.018 -2.938
Se -0.584 -0.815 -2.402
H 3.621 -2.013 -2.459
H 2.130 -2.610 -3.205
H 2.114 -2.085 -1.522
H 4.208 0.128 -3.564
H 2.811 2.387 -4.272
H 0.418 3.187 -3.706
H -0.753 2.008 -3.079
H -0.326 1.997 -4.791
C 3.678 -0.189 0.544
C 2.356 0.458 0.278
O 1.397 -0.308 0.144
C 2.276 1.931 0.170
C 1.054 2.612 0.160
C 1.022 3.991 0.057
C 2.212 4.709 -0.044
C 3.430 4.044 -0.029
C 3.462 2.664 0.083
H 3.554 -1.264 0.640
H 4.109 0.218 1.463
H 4.382 0.028 -0.265
H 0.126 2.079 0.261
H 0.072 4.515 0.056
H 2.189 5.790 -0.124
H 4.357 4.602 -0.092
H 4.422 2.162 0.096

Atomic partial charges in e from the Mulliken method, atoms 1 to 2:
1. Co 0.77
2. C -0.87

---

Entry 3:
C36H30F4N8O20S4Y as an isolated structure, computed with ωB97M-V/def2-TZVPD.

Summary:
HOMO level = -11.4 eV
Kohn-Sham gap = 0.0588 Eh
charge = +1
ΔE to the lowest compared entry with this formula, charge and spin = 2337.5 kJ/mol
LUMO level = -9.84 eV
E = -5361.7036 hartree
F_max = 0.1939 Eh/bohr

Positions of all 103 atoms, in Å:
Y -0.914 -0.115 -0.010
N -2.129 -2.174 -3.206
S -1.994 -3.723 -3.588
O -0.931 -4.147 -4.450
O -3.115 -4.622 -3.224
F -1.315 -4.023 -2.191
S -2.824 -1.996 -4.819
O -4.185 -2.490 -4.953
O -1.979 -1.897 -5.944
F -3.133 -0.420 -4.582
N -1.535 1.833 3.470
S -1.667 3.584 3.767
O -0.368 4.178 4.102
O -2.905 4.202 4.230
F -1.642 3.855 2.219
S -1.821 1.718 5.013
O -3.188 1.763 5.520
O -0.732 2.130 5.919
F -1.655 0.136 5.077
C 7.449 -2.576 5.521
C 7.207 -2.435 4.150
C 5.905 -2.651 3.668
C 4.851 -2.845 4.534
C 5.094 -2.947 5.928
C 6.397 -2.916 6.392
N 3.469 -2.902 4.017
O 3.267 -2.198 3.052
O 2.606 -3.665 4.517
H 8.366 -2.494 6.085
H 8.021 -2.311 3.451
H 5.761 -2.615 2.598
H 4.256 -3.021 6.606
H 6.555 -3.027 7.455
C 7.319 6.306 3.990
C 6.442 5.325 4.405
C 5.500 4.824 3.522
C 5.538 5.072 2.120
C 6.477 6.106 1.741
C 7.335 6.666 2.654
N 4.690 4.352 1.160
O 4.636 4.629 -0.019
O 3.855 3.461 1.546
H 8.119 6.717 4.588
H 6.474 5.057 5.451
H 4.672 4.227 3.876
H 6.561 6.246 0.674
H 8.027 7.426 2.321
C -11.151 -1.413 -0.448
C -11.276 -0.186 0.214
C -10.141 0.494 0.594
C -8.873 -0.070 0.324
C -8.785 -1.287 -0.395
C -9.935 -1.972 -0.777
N -7.637 0.614 0.806
O -7.709 1.517 1.624
O -6.561 0.260 0.336
H -12.009 -1.955 -0.818
H -12.200 0.284 0.517
H -10.154 1.443 1.108
H -7.883 -1.824 -0.649
H -9.937 -2.917 -1.300
C 6.140 -1.402 -8.021
C 6.877 -0.796 -7.014
C 6.369 -0.456 -5.781
C 5.105 -0.964 -5.469
C 4.312 -1.570 -6.492
C 4.841 -1.875 -7.740
N 4.640 -0.827 -4.096
O 5.395 -0.441 -3.226
O 3.441 -1.010 -3.816
H 6.475 -1.572 -9.034
H 7.860 -0.460 -7.308
H 6.983 0.116 -5.100
H 3.278 -1.807 -6.287
H 4.220 -2.256 -8.538
C -3.898 -9.620 4.199
C -2.830 -8.930 3.613
C -3.026 -7.633 3.170
C -4.256 -6.892 3.449
C -5.254 -7.621 4.107
C -5.078 -8.927 4.547
N -4.438 -5.421 3.072
O -3.438 -4.839 2.602
O -5.474 -4.848 3.337
H -3.793 -10.678 4.391
H -1.910 -9.485 3.506
H -2.265 -7.133 2.589
H -6.135 -7.084 4.426
H -5.889 -9.505 4.965
C -1.319 8.627 -5.642
C -1.086 8.293 -4.296
C -0.614 6.941 -4.054
C -0.448 5.990 -5.063
C -0.652 6.389 -6.408
C -1.146 7.707 -6.669
N -0.143 4.539 -4.763
O -0.370 4.136 -3.591
O 0.221 3.879 -5.699
H -1.866 9.530 -5.870
H -1.069 8.969 -3.454
H -0.458 6.678 -3.018
H -0.552 5.778 -7.293
H -1.312 7.890 -7.720

Atomic partial charges in e from the Mulliken method, atoms 1 to 2:
1. Y 2.17
2. N -0.19